# 1
Here is a molecular structure, C28H45N3O3S6Si3Tl in a non-equilibrium geometry from OMol25. Energies are from ωB97M-V/def2-TZVPD.

```
89
C28H45N3O3S6Si3Tl | OMol25 | ωB97M-V/def2-TZVPD
Tl -3.208 5.372 17.823
S -0.877 7.968 21.137
S -1.302 7.826 23.014
S -0.726 6.084 23.824
S 0.198 5.117 22.525
O -1.041 10.520 18.568
C -1.651 10.691 17.337
C -1.226 11.562 16.371
C -2.060 11.860 15.284
C -3.312 11.217 15.150
C -3.643 10.218 16.106
C -2.843 9.916 17.196
C -3.118 8.745 18.090
O -2.347 7.748 18.040
N -4.145 8.976 18.898
N -4.278 7.964 19.865
C -5.075 8.375 20.750
S -5.480 7.299 22.105
C -6.412 8.531 22.990
C -6.941 9.611 22.004
S -5.747 10.021 20.736
H -0.182 11.018 18.539
H -0.329 12.133 16.469
H -1.643 12.526 14.565
H -3.970 11.346 14.292
H -4.625 9.688 16.089
H -5.775 8.941 23.805
H -7.275 8.004 23.407
H -7.295 10.462 22.632
H -7.832 9.261 21.569
C -3.539 5.000 12.366
Si -2.995 5.346 14.177
C -4.072 6.833 14.587
C -1.256 6.087 14.063
C -3.040 3.916 15.383
Si -4.643 2.995 15.543
C -6.143 4.084 14.999
C -5.087 2.406 17.321
C -4.614 1.348 14.541
Si -1.435 3.092 15.660
C -0.548 2.396 14.094
C -1.639 1.596 16.954
C -0.207 4.248 16.558
C 1.177 4.172 16.424
C 2.032 4.981 17.167
C 1.490 5.781 18.077
C 0.109 5.899 18.120
N -0.693 5.138 17.390
H -3.148 5.908 11.798
H -4.590 4.875 12.285
H -3.047 4.103 11.972
H -4.054 7.455 13.702
H -3.866 7.378 15.450
H -5.101 6.426 14.630
H -1.323 7.031 13.518
H -0.535 5.318 13.652
H -0.914 6.328 15.060
H -6.578 4.721 15.719
H -6.847 3.283 14.759
H -5.958 4.541 14.009
H -5.640 3.177 17.931
H -4.237 1.991 17.872
H -5.817 1.551 17.146
H -4.496 1.634 13.490
H -5.435 0.666 14.649
H -3.657 0.885 14.824
H -1.257 2.212 13.296
H 0.134 1.547 14.284
H 0.077 3.142 13.603
H -0.771 1.000 17.052
H -2.538 0.977 16.759
H -1.792 2.078 17.915
H 1.664 3.486 15.773
H 3.086 4.819 16.978
H 2.142 6.397 18.752
H -0.388 6.548 18.864
C -8.333 7.981 18.106
C -8.432 7.001 19.284
C -7.450 5.848 19.026
O -7.063 6.096 17.652
C -7.011 7.542 17.508
H -8.268 8.990 18.359
H -9.142 7.875 17.321
H -9.470 6.599 19.220
H -8.193 7.411 20.238
H -7.734 4.787 19.021
H -6.543 5.985 19.711
H -6.747 7.715 16.452
H -6.177 8.018 18.081
```

Charge: -1
Kohn-Sham gap (alpha / beta) (eV): 4.2 / 4.1
E_HOMO (alpha / beta) (eV): -3.9 / -3.9
Spin multiplicity: 1
Relative energy (zero: lowest compared OMol25 entry of this formula, charge and spin) (kJ/mol): 55.49

***

# 2
Here is a gas-phase ion, C9H19N2Si (charge +1) in a non-equilibrium geometry from OMol25. Energies are from ωB97M-V/def2-TZVPD.

```
31
C9H19N2Si | OMol25 | ωB97M-V/def2-TZVPD
C 2.012 1.863 -0.832
C -0.724 -0.501 -0.589
C 1.514 -0.391 0.052
C 2.125 3.197 -0.317
C 2.811 -1.078 0.318
C 0.483 -2.465 -0.088
C -2.074 0.814 1.946
C -3.794 -0.928 0.240
C -0.668 -0.135 -2.094
N 1.547 0.965 0.095
N 0.420 -1.089 -0.059
Si -1.976 -0.415 0.566
H 3.110 3.592 -0.769
H 1.224 3.755 -0.707
H 2.148 3.324 0.742
H 3.183 -1.400 -0.619
H 3.482 -0.214 0.596
H 2.711 -1.749 1.098
H 0.940 -2.746 0.863
H -0.554 -2.989 -0.248
H 1.176 -2.912 -0.877
H -1.405 0.653 2.921
H -1.940 1.898 1.545
H -3.085 0.961 2.386
H -4.078 -1.834 0.809
H -4.532 -0.178 0.241
H -3.844 -1.227 -0.867
H -1.078 -0.804 -2.741
H -0.960 0.917 -2.452
H 0.466 -0.215 -2.279
H 1.362 1.328 1.120
```

Charge: +1
Kohn-Sham gap (alpha / beta) (eV): 7.1 / 7.1
E_HOMO (alpha / beta) (eV): -11.5 / -11.5
Spin multiplicity: 1
Relative energy (zero: lowest compared OMol25 entry of this formula, charge and spin) (kJ/mol): 749.74

***

# 3
Here is 3 unconnected molecules or ions with the total composition C2H8O4 in a non-equilibrium geometry from OMol25. Energies are from ωB97M-V/def2-TZVPD.

```
14
C2H8O4 | OMol25 | ωB97M-V/def2-TZVPD
C 1.227 -0.005 -2.323
C 0.776 -0.335 -0.775
O -0.016 -1.231 -0.623
O 1.287 0.501 0.082
H 1.026 -0.755 -3.047
H 2.297 -0.047 -2.404
H 1.111 1.086 -2.650
H 0.602 0.844 0.720
O -0.062 0.464 2.632
H -0.135 1.257 3.137
H -0.164 -0.392 3.159
O -2.733 0.261 0.208
H -2.389 -0.647 0.473
H -2.173 0.738 0.803
```

SMILES string: CC(=O)O.O.O
Kohn-Sham gap (eV): 10.3
E_HOMO (eV): -10.2
Spin multiplicity: 1
Relative energy (zero: lowest compared OMol25 entry of this formula, charge and spin) (kJ/mol): 154.64

***

# 4
Here is a gas-phase ion, C5H8ClN2 (charge +1) in a non-equilibrium geometry from OMol25. Energies are from ωB97M-V/def2-TZVPD.

```
16
C5H8ClN2 | OMol25 | ωB97M-V/def2-TZVPD
C -0.783 0.496 -0.653
C 1.101 1.868 -0.069
C -1.886 -0.321 -0.671
C 2.097 -0.390 0.180
C -1.801 -1.289 0.533
N -0.056 1.379 -0.396
N 2.120 0.965 0.146
Cl 3.625 -1.035 0.363
H -2.874 0.385 -0.525
H 1.417 2.852 -0.151
H -1.994 -0.818 -1.621
H 1.284 -1.002 0.131
H -1.041 -2.017 0.435
H -2.772 -1.835 0.466
H -1.512 -0.582 1.339
H 3.076 1.345 0.491
```

Charge: +1
Kohn-Sham gap (alpha / beta) (eV): 7.4 / 7.4
E_HOMO (alpha / beta) (eV): -11.9 / -11.9
Spin multiplicity: 1
Relative energy (zero: lowest compared OMol25 entry of this formula, charge and spin) (kJ/mol): 378.19